Entry 1:
{"formula": "C24H28N4O", "method": "ωB97M-V/def2-TZVPD", "smiles": "CCC1(CC)Cc2ccccc2C(Nc2c(C)n(C)n(-c3ccccc3)c2=O)=N1", "de_lowest_ev": 1.952, "energy_ha": -1225.61562, "elements": ["C", "C", "H", "H", "H", "H", "H", "C", "H", "H", "H", "C", "C", "N", "H", "C", "C", "H", "N", "H", "H", "H", "C", "O", "C", "C", "C", "C", "C", "C", "H", "C", "H", "N", "H", "H", "H", "H", "C", "C", "H", "H", "C", "H", "C", "H", "H", "C", "H", "H", "C", "H", "C", "C", "H", "N", "C"], "xyz": [[-3.385, 0.293, -3.576], [-0.743, -3.694, 0.789], [2.661, 3.974, 2.749], [0.408, -1.050, 1.602], [-2.515, -3.911, -1.470], [-0.882, -3.363, -1.877], [-0.216, 1.194, -1.672], [1.430, 0.718, 1.159], [0.310, -3.483, 0.587], [-4.124, -3.918, 0.136], [0.867, -0.096, 3.039], [-1.565, -2.633, 0.023], [-0.884, -0.540, -0.853], [2.442, 2.602, 0.479], [-0.714, -5.382, -0.575], [1.520, 2.285, -0.496], [3.580, 1.320, 2.188], [-0.423, -5.790, 1.109], [-0.734, -1.441, 0.042], [-0.902, -3.536, 1.857], [-3.779, 1.150, -4.102], [3.347, 0.910, 3.169], [-1.835, -3.061, -1.429], [1.278, 2.923, -1.510], [-1.010, -5.157, 0.446], [-2.872, -2.260, 0.759], [3.576, 4.502, -0.470], [3.048, 3.854, 0.642], [-3.857, -0.976, -3.868], [-2.413, 0.467, -2.607], [-4.617, -1.110, -4.624], [-2.391, -1.910, -2.208], [2.091, -1.034, 2.176], [-0.114, 0.579, -0.872], [-2.056, -5.420, 0.567], [4.569, 6.247, -1.188], [-2.080, 1.469, -2.374], [-3.414, -4.111, 1.746], [3.715, 5.694, 2.031], [1.186, -0.438, 2.056], [-2.585, -1.786, 1.701], [-4.747, -2.992, 1.495], [4.248, 6.338, 0.926], [3.762, 6.160, 3.004], [3.108, 4.460, 1.895], [4.202, 2.204, 2.313], [4.718, 7.303, 1.038], [-3.366, -2.072, -3.179], [3.499, 4.037, -1.439], [-3.383, -1.503, 0.158], [-1.895, -0.632, -1.931], [-3.746, -3.061, -3.392], [4.165, 5.743, -0.322], [-3.842, -3.398, 1.048], [4.137, 0.577, 1.608], [2.342, 1.698, 1.538], [0.884, 1.055, -0.042]], "mulliken_charge": [-0.79, -1.16, 0.48, 0.00, 0.53, 0.44, 0.22, -0.35, 0.42, 0.30, 0.41, 1.31, 0.69, 0.25, 0.30, 0.36, -1.23, 0.39, -0.58, 0.39, 0.41, 0.37, -1.19, -0.77, -1.35, -0.85, -0.38, 0.23, -0.62, -1.02, 0.40, 0.74, 0.41, -0.10, 0.34, 0.36, 0.47, 0.30, -0.67, -1.15, 0.40, 0.42, -0.43, 0.37, -0.01, 0.48, 0.39, -0.76, 0.41, 0.42, 0.51, 0.42, -0.68, -1.37, 0.33, -0.07, 0.87]}



Entry 2:
{"formula": "C24H28N4O3S", "method": "ωB97M-V/def2-TZVPD", "smiles": "CCOc1ccc(NC(=O)CSc2nc3ccccc3nc2N2C[C@@H](C)O[C@@H](C)C2)cc1", "de_lowest_ev": 0.891, "energy_ha": -1774.30392, "elements": ["H", "C", "H", "H", "H", "O", "H", "H", "C", "C", "C", "H", "C", "H", "C", "C", "C", "C", "H", "H", "C", "O", "N", "C", "C", "C", "H", "H", "C", "C", "C", "H", "C", "C", "C", "H", "H", "H", "C", "H", "H", "N", "N", "C", "H", "O", "S", "H", "N", "C", "H", "H", "C", "H", "H", "H", "H", "H", "C", "H"], "xyz": [[-0.269, 1.179, 4.529], [2.914, -0.702, 0.334], [3.716, 2.713, -1.266], [3.387, 0.130, 0.832], [4.627, -1.280, -0.781], [-1.259, -2.808, -2.627], [3.714, 3.961, -4.070], [2.527, -0.517, -4.043], [-2.303, 0.120, 3.254], [-4.422, 1.505, 3.238], [3.593, -1.494, -0.553], [-0.801, 4.674, 3.298], [-0.377, -0.508, 1.792], [-0.370, 3.710, 4.710], [-0.909, 2.553, 2.984], [-1.763, -1.996, -1.890], [0.590, -0.639, -3.150], [1.570, -0.987, 0.628], [-2.828, -0.747, 2.861], [-4.852, 2.451, 2.923], [-2.865, -2.403, -0.913], [-2.280, 2.533, 3.335], [-1.524, -0.651, -1.911], [0.935, -2.064, -0.039], [2.969, -2.585, -1.176], [1.824, -0.068, -3.360], [3.876, 4.848, -2.547], [-2.915, 1.468, 1.688], [3.954, 2.707, -2.338], [1.653, -2.875, -0.928], [-1.053, -1.450, 0.935], [0.313, -1.548, -3.656], [-0.219, 1.256, 3.439], [0.071, 1.112, -1.597], [-2.972, 1.426, 2.791], [-0.820, 2.616, 1.884], [1.558, 2.588, -1.270], [-4.988, 0.687, 2.801], [3.438, 3.972, -3.018], [0.767, 3.849, 3.356], [3.534, -3.192, -1.867], [0.893, -0.258, 1.536], [-0.916, 0.124, 2.862], [-0.282, 3.779, 3.629], [1.140, -3.689, -1.416], [3.475, 1.525, -2.946], [-2.812, -1.500, 0.666], [-0.612, 1.575, -0.896], [-0.398, -2.207, 0.112], [2.210, 1.092, -2.686], [2.355, 4.037, -2.950], [-2.776, -3.471, -0.716], [-0.295, -0.059, -2.246], [-4.477, 1.445, 4.321], [-2.069, -0.103, -1.255], [0.818, 1.231, 3.108], [5.040, 2.647, -2.447], [-2.337, 0.083, 4.350], [1.310, 1.689, -1.811], [-3.850, -2.187, -1.329]], "mulliken_charge": [0.34, -0.60, 0.26, 0.50, 0.40, -0.64, 0.31, 0.45, -1.57, -1.60, -0.55, 0.39, 0.75, 0.36, 0.94, 0.26, -0.43, -0.04, 0.55, 0.38, -0.62, -0.43, -0.13, 0.48, -0.64, -0.57, 0.38, 0.01, -0.42, -0.49, 0.23, 0.50, -1.03, -0.55, 1.14, -0.06, 0.44, 0.38, -1.07, 0.40, 0.42, -0.22, 0.08, -1.63, 0.48, -0.46, -0.22, 0.24, -0.45, 0.67, 0.30, 0.40, -0.02, 0.37, 0.29, 0.44, 0.39, 0.37, -0.30, 0.42]}



Entry 3:
{"formula": "C24H28N4O4", "method": "ωB97M-V/def2-TZVPD", "smiles": "CCN(CC)C(=O)[C@@H]1CCCN(C(=O)c2cc(COc3ccc4ncccc4c3)on2)C1", "de_lowest_ev": 3.643, "energy_ha": -1451.32559, "elements": ["C", "C", "H", "C", "H", "C", "C", "H", "C", "C", "C", "C", "C", "H", "O", "C", "H", "H", "H", "C", "H", "H", "N", "H", "H", "C", "O", "H", "C", "C", "H", "H", "H", "H", "H", "H", "C", "C", "N", "C", "H", "O", "H", "C", "N", "H", "H", "H", "H", "H", "C", "C", "C", "H", "H", "H", "C", "C", "O", "N"], "xyz": [[1.224, 3.521, -0.803], [0.993, -2.200, 1.848], [-0.960, 1.074, 3.712], [0.066, 2.596, 1.214], [0.122, 3.266, 3.584], [-1.043, 2.493, -1.020], [1.361, 3.445, -2.322], [4.323, -3.865, 2.670], [-1.124, 1.358, -3.230], [-0.247, -1.588, 1.580], [0.480, -3.853, 0.129], [0.305, 2.405, -0.286], [-1.890, 0.241, -2.604], [2.888, -4.863, 0.890], [-0.787, 1.275, -4.399], [-2.697, -3.159, -1.477], [0.791, 4.483, -0.521], [1.695, 2.553, 4.003], [3.537, -1.804, 3.824], [-0.724, -3.231, -0.121], [0.054, 3.345, -4.055], [-0.519, -1.515, -2.838], [-0.837, 2.412, -2.445], [-0.513, 4.437, -2.762], [-3.425, -3.174, -0.653], [0.743, 2.372, 3.503], [-3.492, -0.865, -1.704], [-1.710, 1.701, -0.684], [2.929, -2.264, 3.054], [2.587, -3.974, 1.425], [2.184, 1.077, 0.746], [0.744, 1.426, -0.500], [4.339, 1.679, 1.639], [-1.516, 3.449, -0.779], [3.430, 3.185, 1.466], [2.208, 3.445, -0.340], [-0.019, 3.483, -2.975], [3.375, -3.427, 2.400], [1.000, 2.151, 2.086], [3.480, 2.239, 2.000], [-3.087, -3.775, -2.295], [-1.487, -3.779, -1.112], [-0.099, 1.387, 5.218], [-1.454, -1.108, -2.520], [-3.099, 0.360, -2.124], [-0.521, -0.712, 2.144], [2.236, 0.525, 2.417], [0.592, 0.274, 4.031], [0.748, -4.727, -0.444], [1.962, 4.279, -2.686], [-1.091, -2.097, 0.634], [0.025, 1.194, 4.155], [1.350, -3.366, 1.115], [1.861, 2.515, -2.602], [3.636, 2.454, 3.054], [-2.045, -1.619, 0.480], [-2.509, -1.749, -1.935], [2.209, 1.416, 1.780], [-0.935, 3.173, 1.601], [1.797, -1.671, 2.795]], "mulliken_charge": [-0.47, 0.03, 0.25, -0.08, 0.49, -1.95, -0.66, 0.40, 0.63, -0.28, -1.02, 1.38, 0.57, 0.42, -0.67, -0.64, 0.32, 0.39, 0.45, 0.14, 0.53, 0.56, 0.25, 0.34, 0.33, -0.83, -0.17, 0.70, -0.28, -0.54, 0.46, 0.19, 0.42, 0.08, 0.33, 0.06, -1.03, -0.78, 0.42, -1.52, 0.37, -0.47, 0.47, -0.20, -0.67, 0.30, 0.07, 0.12, 0.44, 0.42, -0.15, -0.91, 0.94, 0.34, 0.36, 0.53, 0.19, -0.21, -0.70, -0.47]}



| no. | HOMO level (Ha) |
| --- | --- |
| 1 | -0.277 |
| 2 | -0.282 |
| 3 | -0.320 |